(1)
DFT (ωB97M-V/def2-TZVPD) results for a 2-piece molecular cluster, C7H10O overall in a non-equilibrium geometry.

Structure (ORCA input):
```
! wB97M-V def2-TZVPD RIJCOSX def2/J DEFGRID3
* xyz 0 1
C 0.00000 0.00000 0.00000
C -0.39948 -0.01774 1.47971
C 0.20023 0.91862 2.41599
C -0.09351 1.05933 3.76472
C -0.96014 0.01965 4.26632
C -1.40514 -1.02411 3.41234
C -1.24824 -1.04966 2.00669
H -0.12247 0.98835 -0.47410
H -0.71797 -0.70116 -0.45772
H 1.02228 -0.36227 -0.20079
H 0.80846 1.77626 2.09958
H 0.34477 1.87210 4.35879
H -1.30719 -0.01634 5.30742
H -2.10002 -1.78973 3.78191
H -1.64128 -1.88468 1.41185
O 0.20467 -3.43812 -2.28699
H 0.95299 -3.84324 -1.79287
H -0.51268 -3.34682 -1.61967
*
```

## Properties
HOMO energy: -0.326 Ha
ΔE to the lowest compared entry with this formula, charge and spin: 57.81 kJ/mol
SMILES: Cc1ccccc1.O
max |F|: 3.12 eV/Å
lowest unoccupied orbital energy: 0.681 eV

(2)
DFT (ωB97M-V/def2-TZVPD) results for C7H10O as an isolated structure.

Structure (ORCA input):
```
! wB97M-V def2-TZVPD RIJCOSX def2/J DEFGRID3
* xyz 0 1
C 1.47667 0.43793 -1.27222
C -1.92989 -0.16909 -0.60205
C 1.24629 0.52009 0.21877
C 0.05785 -0.83917 0.76664
C -0.86718 0.13508 0.41298
C 0.30806 -1.97387 1.38295
C -0.38096 1.46450 0.58359
O 2.10506 0.71374 1.05326
H 1.91254 1.38126 -1.60519
H 0.56011 0.24301 -1.82333
H 2.19465 -0.36086 -1.46596
H -1.93770 0.56471 -1.41126
H -1.83904 -1.17342 -1.01286
H -2.89859 -0.09056 -0.09432
H -0.39868 -2.43685 2.06672
H 1.27540 -2.45584 1.28163
H -0.81887 2.23815 -0.04092
H -0.06571 1.80118 1.56157
*
```

## Properties
HOMO energy: -0.293 Ha
ΔE to the lowest compared entry with this formula, charge and spin: 422.39 kJ/mol
max |F|: 0.47 eV/Å
lowest unoccupied orbital energy: -0.249 eV

(3)
DFT (ωB97M-V/def2-TZVPD) results for one molecule with the formula C7H10O in a non-equilibrium geometry.

Structure (ORCA input):
```
! wB97M-V def2-TZVPD RIJCOSX def2/J DEFGRID3
* xyz 0 1
O -1.92561 -0.90066 0.07226
C -1.18212 0.30536 0.13066
C -0.32998 0.30947 -1.06241
C 0.52425 1.50761 -0.26546
C -0.09978 0.75760 1.03446
C 0.74305 -0.45146 0.74430
C 2.05818 -0.57736 -0.05196
C 0.49256 -0.95513 -0.59799
H -2.97190 -0.48292 0.23088
H -2.03474 0.98291 0.01540
H -0.71018 0.71867 -2.06319
H 0.03168 2.53073 -0.61447
H 1.58666 1.59410 -0.22453
H 0.09555 0.91294 2.19685
H 0.71877 -1.03668 1.68032
H 2.34722 -1.72358 0.21779
H 2.67490 0.20798 -0.50275
H 0.42995 -1.87542 -1.10403
*
```

## Properties
HOMO energy: -0.326 Ha
ΔE to the lowest compared entry with this formula, charge and spin: 635.46 kJ/mol
SMILES: O[C@@H]1[C@H]2C[C@@H]1[C@@H]1C[C@@H]12
max |F|: 6.06 eV/Å
lowest unoccupied orbital energy: 0.685 eV

(4)
DFT (ωB97M-V/def2-TZVPD) results for C7H10O as an isolated structure in a non-equilibrium geometry.

Structure (ORCA input):
```
! wB97M-V def2-TZVPD RIJCOSX def2/J DEFGRID3
* xyz 0 1
C 0.74605 -0.88495 1.27144
C -1.65074 -1.05007 -0.11192
C -1.00173 -0.01876 0.80686
C 1.32719 -0.07777 0.30986
C -0.27005 1.13698 0.02686
C 2.31315 0.11369 -0.53387
C -0.44668 1.42659 -1.28824
O -1.58478 0.36023 1.83862
H 0.70986 -1.95695 1.11430
H 0.83504 -0.57525 2.30592
H -0.02214 1.95673 0.69703
H -2.48693 -0.57189 -0.62660
H -2.03023 -1.86923 0.49577
H -0.94690 -1.43448 -0.84955
H 3.24394 -0.42482 -0.39451
H 2.24754 0.79437 -1.36978
H -0.14808 2.37959 -1.70684
H -0.83451 0.69598 -1.98534
*
```

## Properties
HOMO energy (alpha / beta): -0.307 / -0.306 Ha
ΔE to the lowest compared entry with this formula, charge and spin: 513.08 kJ/mol
max |F|: 3.04 eV/Å
lowest unoccupied orbital energy (alpha / beta): -0.841 / -0.843 eV

(5)
DFT (ωB97M-V/def2-TZVPD) results for one molecule with the formula C7H10O in a non-equilibrium geometry.

Structure (ORCA input):
```
! wB97M-V def2-TZVPD RIJCOSX def2/J DEFGRID3
* xyz 0 1
O -2.17946 -0.85717 -0.69109
C -1.23780 -0.17663 0.13519
C -0.23282 -1.01127 0.94415
C 0.95240 -0.74703 -0.02783
C 2.28746 -0.14596 -0.33952
C 0.99575 0.76131 -0.26147
C -0.47607 0.84231 -0.69962
C -1.39657 1.28535 0.42755
H -1.64358 -1.48789 -1.16330
H 0.00857 -0.56510 1.90273
H -0.53265 -2.08947 0.99437
H 0.68875 -1.34590 -0.88398
H 2.90641 -0.39107 -1.28092
H 2.86035 0.32878 0.43239
H 1.08357 1.35024 0.74519
H -0.85720 0.90427 -1.76055
H -2.33076 1.76861 0.21153
H -0.89636 1.57663 1.31518
*
```

## Properties
HOMO energy: -0.301 Ha
ΔE to the lowest compared entry with this formula, charge and spin: 491.22 kJ/mol
SMILES: O[C@@]12C[C@@H]3C[C@H]3[C@@H]1C2
max |F|: 2.18 eV/Å
lowest unoccupied orbital energy: 0.951 eV

(6)
DFT (ωB97M-V/def2-TZVPD) results for C7H10O2 as an isolated structure in a non-equilibrium geometry.

Structure (ORCA input):
```
! wB97M-V def2-TZVPD RIJCOSX def2/J DEFGRID3
* xyz 0 1
C -1.82047 -2.05311 1.28040
C -1.49281 -0.91064 1.39552
C -1.13580 0.42852 1.30971
C 1.75505 -1.13577 0.21436
C -0.86953 1.45351 -1.24828
C 0.68488 -0.50656 -0.68129
C 0.09464 0.80512 -0.22533
O -1.35654 1.45261 1.87102
O 1.11018 1.61455 0.26777
H -1.84536 -3.15494 1.33950
H 1.41233 -1.25794 1.21783
H 1.83359 -2.14811 -0.27027
H 2.63487 -0.64514 0.08352
H -0.21831 1.80396 -2.05447
H -1.36245 2.46094 -0.85933
H -1.52078 0.75046 -1.58994
H 1.32793 -0.23393 -1.65299
H -0.06362 -1.18220 -0.82739
H 0.83219 2.45866 0.42967
*
```

## Properties
HOMO energy: -0.299 Ha
ΔE to the lowest compared entry with this formula, charge and spin: 409.42 kJ/mol
max |F|: 5.61 eV/Å
lowest unoccupied orbital energy: 0.010 eV

(7)
DFT (ωB97M-V/def2-TZVPD) results for one molecule with the formula C7H10O2 in a non-equilibrium geometry.

Structure (ORCA input):
```
! wB97M-V def2-TZVPD RIJCOSX def2/J DEFGRID3
* xyz 0 1
C 1.49225 0.93476 0.75831
C 0.20877 0.15662 0.57903
C -0.36224 -0.32816 1.89336
C -0.58654 0.35911 -0.54190
C -0.15725 1.15596 -1.74262
C -1.43294 -0.77455 -0.92522
O -2.47081 -0.90116 -1.51270
C -0.33943 -1.93124 -0.52639
O -0.72371 -2.80291 0.23514
H 1.30434 1.89378 1.25376
H 2.17811 0.37416 1.40032
H 2.00690 1.15192 -0.17952
H -0.37135 0.48310 2.62888
H 0.25832 -1.13479 2.29362
H -1.37661 -0.71731 1.79172
H 0.29581 2.10173 -1.43778
H 0.59366 0.61447 -2.33085
H -1.00904 1.35400 -2.39840
H 0.49175 -1.98950 -1.23876
*
```

## Properties
HOMO energy: -0.320 Ha
ΔE to the lowest compared entry with this formula, charge and spin: 225.86 kJ/mol
SMILES: CC(C)=C(C)C(=O)C=O
max |F|: 4.91 eV/Å
lowest unoccupied orbital energy: -0.255 eV

(8)
DFT (ωB97M-V/def2-TZVPD) results for C7H10O2 as an isolated structure in a non-equilibrium geometry.

Structure (ORCA input):
```
! wB97M-V def2-TZVPD RIJCOSX def2/J DEFGRID3
* xyz 0 1
C -0.45818 -0.87827 2.63736
C -0.52354 0.28317 0.70849
C -1.33177 0.36686 -0.50564
C -0.87119 0.11255 -1.77909
C 1.00220 0.82169 -0.97541
C 2.10485 0.24079 -0.20110
C 0.80673 -0.06563 0.23055
H -0.71769 -1.90758 3.13234
H 0.65505 -0.80932 2.40271
H -0.67458 0.00389 3.14446
H -0.51399 1.05309 1.56364
H -2.45601 0.11254 -0.36010
H -1.51663 -0.57362 -2.65531
H 0.83341 2.13441 -1.31752
H 2.66950 1.04363 0.10997
H 2.87770 -0.41703 -0.70550
H 0.59292 -1.04434 -0.41055
O -1.07912 -0.87770 1.42460
O 0.31359 0.26738 -2.12398
*
```

## Properties
HOMO energy: -0.311 Ha
ΔE to the lowest compared entry with this formula, charge and spin: 728.50 kJ/mol
max |F|: 7.55 eV/Å
lowest unoccupied orbital energy: 0.984 eV

(9)
DFT (ωB97M-V/def2-TZVPD) results for one molecule with the formula C7H10O2 in a non-equilibrium geometry.

Structure (ORCA input):
```
! wB97M-V def2-TZVPD RIJCOSX def2/J DEFGRID3
* xyz 0 1
C 1.95485 -0.96601 -1.18404
O 1.22411 -0.26310 -0.20542
C -0.12338 -0.67066 -0.14455
C -0.33004 -1.70519 0.89983
C -0.69337 -0.22609 1.16311
C -0.13586 1.11115 1.57335
C -0.68882 1.84459 0.24443
C -0.90752 1.23554 -0.93251
O -0.81320 -0.14714 -1.23498
H 1.76786 -0.53373 -2.29035
H 3.02359 -0.83005 -0.90643
H 1.78126 -1.99850 -1.01162
H 0.62432 -2.05965 1.29295
H -1.19530 -2.31184 0.96254
H -1.77366 -0.11297 1.05422
H 0.92126 1.12593 1.49177
H -0.51561 1.54095 2.54193
H -0.96214 2.91991 0.41122
H -1.41394 1.80202 -1.74074
*
```

## Properties
HOMO energy: -0.333 Ha
ΔE to the lowest compared entry with this formula, charge and spin: 374.65 kJ/mol
SMILES: CO[C@@]12C[C@H]1CC=CO2
max |F|: 2.80 eV/Å
lowest unoccupied orbital energy: 1.009 eV

(10)
DFT (ωB97M-V/def2-TZVPD) results for one molecule with the formula C7H10O2S in a non-equilibrium geometry.

Structure (ORCA input):
```
! wB97M-V def2-TZVPD RIJCOSX def2/J DEFGRID3
* xyz 0 1
O -3.25455 -1.27764 0.21871
S -2.40155 -0.13904 0.45131
O -3.09169 1.07770 0.76098
C -0.96187 0.15234 -0.61839
C -0.06446 1.16987 -0.05642
C 1.07621 0.99318 -1.09432
C 1.19807 -0.54320 -1.30214
C 0.04301 -1.09834 -0.44290
C 0.38675 -0.97758 1.07839
C 0.35784 0.58374 1.27735
H -0.38308 2.21025 0.22995
H 1.95605 1.45913 -0.83894
H 0.77916 1.43229 -2.07993
H 1.01271 -0.90292 -2.29874
H 2.22314 -0.78251 -1.04319
H -0.36904 -2.04963 -0.76525
H 1.24025 -1.53839 1.22644
H -0.49124 -1.50581 1.64109
H -0.52202 0.94005 1.83957
H 1.26632 0.79653 1.81643
*
```

## Properties
HOMO energy (alpha / beta): -0.340 / -0.343 Ha
ΔE to the lowest compared entry with this formula, charge and spin: 265.58 kJ/mol
SMILES: O=S(=O)=C1[C@H]2CC[C@@H]1CC2
max |F|: 4.47 eV/Å
lowest unoccupied orbital energy (alpha / beta): -1.513 / -1.506 eV

(11)
DFT (ωB97M-V/def2-TZVPD) results for one molecule with the formula C7H10O3 in a non-equilibrium geometry.

Structure (ORCA input):
```
! wB97M-V def2-TZVPD RIJCOSX def2/J DEFGRID3
* xyz 0 3
C 0.87480 0.79991 0.42386
C -0.70350 -0.87759 -0.55639
C 0.26877 -0.44028 0.45976
C 0.30033 1.60958 -0.57233
C -0.50771 -2.32189 -1.17775
C 0.37843 -1.23472 1.76744
C 0.16098 3.01599 -0.20403
O 1.62435 1.23330 1.31514
O -0.39873 -0.15343 -1.83629
O -0.52021 1.21535 -1.59799
H -1.77273 -0.69052 -0.17114
H -1.30141 -2.52895 -1.97039
H -0.53212 -3.01388 -0.32553
H 0.46008 -2.61032 -1.74751
H -0.46085 -1.81103 2.09369
H 0.51900 -0.63109 2.65592
H 1.23991 -1.85055 1.61448
H 0.43359 3.15910 0.98363
H -0.83548 3.36897 -0.46004
H 0.77251 3.76205 -0.69454
*
```

## Properties
HOMO energy (alpha / beta): -0.261 / -0.370 Ha
ΔE to the lowest compared entry with this formula, charge and spin: 231.24 kJ/mol
max |F|: 4.68 eV/Å
lowest unoccupied orbital energy (alpha / beta): 0.855 / -1.568 eV

(12)
DFT (ωB97M-V/def2-TZVPD) results for one molecule with the formula C7H10O4 in a non-equilibrium geometry.

Structure (ORCA input):
```
! wB97M-V def2-TZVPD RIJCOSX def2/J DEFGRID3
* xyz 0 1
C -1.44697 -1.62784 -2.47424
O -1.44015 -0.97276 -1.20356
C -0.21499 -0.36970 -0.87639
C -0.32475 0.16193 0.52007
O -0.85825 -0.82703 1.36583
O -1.21894 1.28522 0.49258
C -0.59284 2.39537 1.04665
O -1.05123 3.51205 0.98057
C 0.79161 1.99663 1.39068
C 0.95906 0.71698 1.11492
C 2.10650 -0.18273 1.40460
H -1.38818 -0.91942 -3.31405
H -0.66849 -2.41054 -2.58060
H -2.44048 -2.07792 -2.47613
H -0.04607 0.44185 -1.59012
H 0.60998 -1.06641 -0.90596
H -1.43784 -1.40846 0.83875
H 1.53467 2.66589 1.82506
H 2.89183 0.33583 1.96976
H 2.54299 -0.63392 0.49355
H 1.69257 -1.01500 1.97803
*
```

## Properties
HOMO energy: -0.376 Ha
ΔE to the lowest compared entry with this formula, charge and spin: 124.33 kJ/mol
SMILES: COC[C@]1(O)OC(=O)C=C1C
max |F|: 2.03 eV/Å
lowest unoccupied orbital energy: 0.634 eV

- The highest max |F| belongs to which entry?
  number 8

What did the eighth record say?
DFT (ωB97M-V/def2-TZVPD) results for C7H10O2 as an isolated structure in a non-equilibrium geometry.

Structure (ORCA input):
```
! wB97M-V def2-TZVPD RIJCOSX def2/J DEFGRID3
* xyz 0 1
C -0.45818 -0.87827 2.63736
C -0.52354 0.28317 0.70849
C -1.33177 0.36686 -0.50564
C -0.87119 0.11255 -1.77909
C 1.00220 0.82169 -0.97541
C 2.10485 0.24079 -0.20110
C 0.80673 -0.06563 0.23055
H -0.71769 -1.90758 3.13234
H 0.65505 -0.80932 2.40271
H -0.67458 0.00389 3.14446
H -0.51399 1.05309 1.56364
H -2.45601 0.11254 -0.36010
H -1.51663 -0.57362 -2.65531
H 0.83341 2.13441 -1.31752
H 2.66950 1.04363 0.10997
H 2.87770 -0.41703 -0.70550
H 0.59292 -1.04434 -0.41055
O -1.07912 -0.87770 1.42460
O 0.31359 0.26738 -2.12398
*
```

## Properties
HOMO energy: -0.311 Ha
ΔE to the lowest compared entry with this formula, charge and spin: 728.50 kJ/mol
max |F|: 7.55 eV/Å
lowest unoccupied orbital energy: 0.984 eV